(1)
Entry from OMol25: a 9-piece molecular cluster, C4H28N3O8S overall at a distorted geometry (ωB97M-V/def2-TZVPD).

## Properties
molar mass	278.35	g mol⁻¹
calculated total energy	-1333.62583	a.u.
orbital gap	7.03	eV

The geometry in ORCA input format:
```
! wB97M-V def2-TZVPD RIJCOSX def2/J DEFGRID3
* xyz -1 1
C -0.777 0.602 -1.713
N -1.331 -0.520 -1.035
C -2.807 -0.740 -1.056
N -3.597 0.409 -0.677
C 0.636 0.857 -1.242
C 1.837 -0.144 -1.663
S 3.351 0.331 -0.845
N 1.091 2.175 -1.721
H -0.880 0.526 -2.812
H -1.351 1.528 -1.622
H -1.108 -0.401 -0.038
H -2.974 -1.044 -2.148
H -3.107 -1.542 -0.417
H -3.178 1.177 -1.169
H -3.378 0.570 0.291
H 0.719 0.787 -0.109
H 2.065 -0.089 -2.750
H 1.458 -1.149 -1.509
H 1.510 2.094 -2.667
H 1.843 2.616 -1.207
H -0.223 3.164 1.964
H 0.214 3.535 0.625
O 0.414 3.802 1.544
H 0.996 -1.996 -2.888
H -0.481 -1.612 -2.565
O 0.092 -2.314 -2.900
H -1.778 -2.158 2.390
H -1.438 -0.965 3.185
O -2.228 -1.482 2.939
H -0.808 2.086 3.385
H -0.597 0.784 2.478
O -1.096 1.648 2.584
H 0.282 -3.811 -1.033
H -0.122 -2.318 -0.943
O 0.173 -3.100 -0.400
H 2.712 0.907 1.260
H 1.963 2.141 1.587
O 2.085 1.255 1.960
H 3.137 -1.290 0.728
H 2.350 -2.541 1.205
O 2.572 -1.634 1.444
H 1.132 -0.146 2.324
H 0.251 -1.433 2.421
O 0.378 -0.565 2.817
*
```



(2)
Entry from OMol25: one molecule with the formula C5H6O at a distorted geometry (ωB97M-V/def2-TZVPD).

## Properties
structure (SMILES)	C#CC(=O)CC
molar mass	82.10	g mol⁻¹
calculated total energy	-269.23357	a.u.
orbital gap	10.62	eV

The geometry in ORCA input format:
```
! wB97M-V def2-TZVPD RIJCOSX def2/J DEFGRID3
* xyz 0 1
C 2.631 -0.212 0.989
C 1.946 -0.082 -0.001
C 0.678 -0.085 -0.750
O 0.541 -0.423 -1.900
C -0.414 0.270 0.237
C -1.852 -0.010 -0.350
H 3.367 -0.281 1.753
H 0.212 -0.333 1.239
H -0.390 1.386 0.317
H -2.639 0.319 0.338
H -1.999 -1.068 -0.569
H -2.082 0.519 -1.303
*
```



(3)
Entry from OMol25: C2H5N5O2 as an isolated structure at a distorted geometry (ωB97M-V/def2-TZVPD).

## Properties
molar mass	131.09	g mol⁻¹
calculated total energy	-503.13825	a.u.
orbital gap	8.63	eV

The geometry in ORCA input format:
```
! wB97M-V def2-TZVPD RIJCOSX def2/J DEFGRID3
* xyz 0 1
C 0.768 0.933 -0.187
C -0.700 0.782 -0.060
H -2.061 -1.596 -1.126
H -2.826 -1.211 0.828
H 2.943 -1.358 0.877
H 3.356 0.105 -0.282
H -2.440 1.896 0.487
N -2.138 -0.896 -0.200
N -0.931 -0.419 0.010
N 1.180 -0.298 0.145
N 2.575 -0.701 0.081
N -1.354 2.016 0.132
O 0.208 -1.185 -0.338
O 1.421 1.930 -0.368
*
```



(4)
Entry from OMol25: a 2-piece molecular cluster, C6H16NO overall at a distorted geometry (ωB97M-V/def2-TZVPD).

## Properties
molar mass	118.20	g mol⁻¹
calculated total energy	-367.94163	a.u.
orbital gap	9.49	eV

The geometry in ORCA input format:
```
! wB97M-V def2-TZVPD RIJCOSX def2/J DEFGRID3
* xyz 1 1
C -0.149 -2.260 -1.669
C -0.288 -1.040 -0.756
C 0.978 -0.880 0.067
C 0.826 0.214 1.145
C -0.666 0.865 3.009
C -0.081 -0.111 2.335
N -0.462 0.152 -1.735
H 0.122 -3.155 -1.108
H -1.071 -2.462 -2.214
H 0.690 -2.168 -2.364
H -1.203 -1.057 -0.173
H 1.083 -1.825 0.597
H 1.823 -0.510 -0.511
H 0.550 1.173 0.708
H 1.774 0.400 1.666
H -0.520 1.888 2.681
H -1.309 0.719 3.866
H -0.100 -1.182 2.517
H -0.208 -0.073 -2.699
H 0.169 0.924 -1.486
H -1.417 0.498 -1.752
H -0.959 3.367 -0.620
H 0.527 3.615 -0.825
O -0.112 2.908 -0.680
*
```



(5)
Entry from OMol25: C22H35N7O6S4Sr as an isolated structure at a distorted geometry (ωB97M-V/def2-TZVPD).

## Properties
molar mass	709.45	g mol⁻¹
calculated total energy	-3316.87415	a.u.
orbital gap	8.91	eV

The geometry in ORCA input format:
```
! wB97M-V def2-TZVPD RIJCOSX def2/J DEFGRID3
* xyz 2 1
Sr -0.837 0.746 0.153
C -1.510 -1.461 2.796
C -0.665 -2.185 1.734
N -0.869 -1.685 0.366
C -1.895 -2.366 -0.425
C -3.319 -2.089 0.050
S -3.720 -0.306 0.188
C -4.116 -0.118 1.962
C -3.013 0.487 2.837
N -1.679 -0.027 2.503
H -2.495 -1.923 2.851
H -1.040 -1.619 3.770
H 0.390 -2.036 1.957
H -0.868 -3.261 1.806
H 0.023 -1.855 -0.098
H -1.805 -2.022 -1.460
H -1.756 -3.456 -0.422
H -4.023 -2.504 -0.669
H -3.512 -2.549 1.017
H -4.997 0.521 2.002
H -4.416 -1.103 2.314
H -2.985 1.566 2.688
H -3.281 0.284 3.881
H -1.006 0.504 3.049
C 0.189 -0.140 -3.103
C -0.933 0.831 -3.209
N -1.612 1.329 -2.216
C -2.546 2.244 -2.651
C -2.563 2.418 -4.005
S -1.402 1.432 -4.758
C -3.434 3.004 -1.772
C -4.499 3.726 -2.204
S -5.233 4.628 -0.947
C -4.114 4.040 0.169
N -3.275 3.183 -0.402
C -4.060 4.401 1.604
H 0.184 -0.680 -2.156
H 1.142 0.384 -3.184
H 0.165 -0.856 -3.924
H -3.179 3.079 -4.591
H -4.911 3.767 -3.198
H -4.491 5.388 1.761
H -3.028 4.397 1.950
H -4.632 3.695 2.210
C 5.150 -4.144 -1.822
C 4.350 -3.982 -0.539
S 3.683 -2.313 -0.409
O 3.620 -1.687 -1.702
O 2.410 -2.361 0.299
C 4.849 -1.447 0.687
C 4.795 0.103 0.644
N 3.478 0.725 0.431
C 2.452 0.737 1.319
N 1.365 1.274 0.786
C 1.683 1.609 -0.490
C 2.981 1.278 -0.739
N 3.665 1.387 -1.996
O 2.952 1.576 -2.963
O 4.876 1.327 -2.020
C 2.538 0.235 2.713
H 5.723 -5.069 -1.787
H 5.845 -3.315 -1.956
H 4.495 -4.173 -2.690
H 4.969 -4.112 0.350
H 3.495 -4.654 -0.478
H 5.844 -1.778 0.393
H 4.607 -1.836 1.675
H 5.441 0.457 -0.148
H 5.173 0.488 1.591
H 0.997 2.156 -1.118
H 3.475 0.529 3.185
H 2.476 -0.855 2.724
H 1.712 0.647 3.286
O -1.062 2.867 0.130
O -2.410 2.518 0.417
*
```



(6)
Entry from OMol25: C43H65ClN3O4ScSi2 as an isolated structure (ωB97M-V/def2-TZVPD).

## Properties
molar mass	824.59	g mol⁻¹
calculated total energy	-3942.77815	a.u.
orbital gap	7.62	eV

The geometry in ORCA input format:
```
! wB97M-V def2-TZVPD RIJCOSX def2/J DEFGRID3
* xyz 0 1
Sc -1.371 0.773 -0.350
O -1.029 0.692 2.189
C -1.418 -0.548 2.811
C -1.926 -1.466 1.686
O -2.316 -2.577 1.933
O -1.900 -0.917 0.493
C -0.201 -1.197 3.476
C 1.059 -0.619 3.381
C 2.161 -1.227 3.980
C 2.009 -2.422 4.666
C 0.747 -2.999 4.766
C -0.351 -2.388 4.183
C -2.530 -0.235 3.802
C -3.871 -0.445 3.506
C -4.854 -0.005 4.382
C -4.507 0.645 5.558
C -3.168 0.849 5.864
C -2.186 0.404 4.992
H -1.156 1.410 2.822
H 1.171 0.328 2.875
H 3.132 -0.749 3.925
H 2.862 -2.896 5.138
H 0.616 -3.925 5.311
H -1.331 -2.841 4.261
H -4.158 -0.951 2.594
H -5.896 -0.170 4.140
H -5.277 0.989 6.237
H -2.887 1.348 6.783
H -1.139 0.546 5.243
C -3.203 3.269 2.205
Si -3.011 2.861 0.379
C -2.285 4.442 -0.432
C -3.220 5.651 -0.506
C -1.066 4.825 0.420
C -1.775 4.115 -1.836
C -4.783 2.423 -0.211
C -5.150 1.094 0.469
C -5.857 3.446 0.169
C -4.811 2.202 -1.723
H -3.847 4.145 2.332
H -2.247 3.492 2.687
H -3.653 2.436 2.755
H -3.666 5.889 0.464
H -4.033 5.492 -1.217
H -2.669 6.541 -0.841
H -1.352 5.191 1.408
H -0.487 5.617 -0.073
H -0.390 3.974 0.576
H -2.577 3.860 -2.531
H -1.074 3.271 -1.837
H -1.225 4.966 -2.264
H -5.176 1.187 1.558
H -4.454 0.285 0.227
H -6.146 0.767 0.141
H -5.897 3.613 1.248
H -6.847 3.081 -0.139
H -5.707 4.415 -0.310
H -4.041 1.502 -2.063
H -4.666 3.132 -2.278
H -5.775 1.781 -2.038
C 3.437 -0.313 -2.837
C 4.122 -1.554 -2.232
C 5.169 -2.033 -3.251
C 3.071 -2.662 -2.110
C 4.827 -1.215 -0.867
O 5.514 0.035 -0.992
C 5.875 -2.272 -0.385
C 5.508 -3.329 0.673
C 4.530 -4.393 0.244
C 4.870 -5.297 -0.760
C 3.962 -6.241 -1.213
C 2.694 -6.285 -0.652
Cl 1.546 -7.458 -1.226
C 2.335 -5.415 0.361
C 3.261 -4.479 0.807
C 3.890 -1.008 0.317
N 2.850 0.007 0.199
C 1.558 -0.213 0.015
N 0.909 0.935 -0.002
C 1.890 1.859 0.196
N 3.086 1.336 0.338
H 3.094 -0.566 -3.843
H 4.106 0.542 -2.909
H 2.555 0.005 -2.282
H 4.725 -2.031 -4.247
H 5.508 -3.050 -3.049
H 6.053 -1.388 -3.297
H 2.683 -2.889 -3.106
H 2.213 -2.367 -1.507
H 3.474 -3.587 -1.697
H 6.141 -0.035 -1.721
H 6.676 -1.671 0.049
H 6.311 -2.777 -1.246
H 5.139 -2.852 1.583
H 6.449 -3.807 0.960
H 5.859 -5.260 -1.204
H 4.228 -6.939 -1.996
H 1.344 -5.467 0.794
H 2.974 -3.800 1.605
H 4.490 -0.735 1.182
H 3.366 -1.936 0.540
H 1.119 -1.193 -0.085
H 1.711 2.921 0.242
C 0.279 2.076 -4.202
Si -0.935 0.657 -4.077
C -0.391 -0.616 -5.331
C -2.629 1.257 -4.579
C -0.927 -0.062 -2.393
H 0.571 2.248 -5.242
H 1.191 1.861 -3.633
H -0.142 3.006 -3.817
H -0.404 -0.195 -6.342
H -1.050 -1.490 -5.318
H 0.626 -0.965 -5.123
H -2.682 1.388 -5.663
H -2.875 2.215 -4.113
H -3.402 0.539 -4.291
H 0.075 -0.502 -2.270
H -1.623 -0.915 -2.385
*
```



What is the formula in the third record?
C2H5N5O2



Among the records above, which one has the highest orbital gap?
C5H6O